Below is a gas-phase ion, C6H8N (charge +1) in a non-equilibrium geometry, with properties calculated with the ωB97M-V functional and the def2-TZVPD basis.

Positions of all 15 atoms, in Å:
C: 0.54604 -1.37317 1.23502
C: -0.31881 -1.11287 0.33601
C: 0.31397 1.28323 0.10388
C: 1.22055 -0.03252 1.75388
C: -0.80371 0.02839 -0.33425
C: -0.92009 -0.19118 -1.78934
N: 1.21459 0.90867 0.96267
H: 0.82642 -2.32173 1.68302
H: 0.76571 1.43762 -0.88809
H: -0.28469 2.07383 0.68739
H: 1.86548 -0.16871 2.59678
H: -1.73360 0.43293 0.15004
H: -0.00054 -0.84353 -2.11581
H: -0.76203 0.66840 -2.45768
H: -1.92930 -0.78935 -1.92350

E_HOMO (spin up / spin down) = -15.187 / -15.187 eV
HOMO-LUMO gap (spin up / spin down) = 8.7 / 8.7 eV
Net charge = +1
Energy relative to the best compared isomer or geometry (same formula, charge and spin) = 5.904 eV

=====

Below is a molecular structure, C12H44F4HgN2O18S4 in a non-equilibrium geometry, with properties calculated with the ωB97M-V functional and the def2-TZVPD basis.

Positions of all 85 atoms, in Å:
Hg: -0.11672 0.98802 3.15331
N: 0.83759 -0.40668 4.55196
S: 2.08801 -1.19565 4.50120
O: 2.09832 -2.67066 4.42323
O: 3.21556 -0.54418 5.15087
F: 2.42877 -0.87823 2.94448
S: 0.46083 -1.15592 6.04318
O: 1.37402 -0.89962 7.16612
O: -0.19609 -2.44684 6.06875
F: -0.80226 -0.16470 6.31731
N: 0.01967 -0.16747 1.32889
S: 0.62131 -0.24730 -0.05342
O: -0.28993 -0.10035 -1.23619
O: 1.90261 -0.97091 -0.20975
F: 1.00206 1.30870 0.06715
S: -0.73223 -1.70355 1.05085
O: 0.05493 -2.90130 0.81683
O: -2.10472 -1.64747 0.53441
F: -1.05443 -1.81041 2.62686
C: -0.33083 -4.89719 3.20191
O: -1.09566 -5.90402 3.80068
H: -0.72767 -4.73640 2.19953
H: -0.32611 -3.93686 3.71753
H: 0.67362 -5.27180 3.00485
H: -1.16192 -6.70915 3.28205
C: 5.12299 -0.63069 0.56850
O: 6.29097 -0.71951 1.39366
H: 4.83524 0.39448 0.33539
H: 5.33682 -1.20987 -0.32979
H: 4.25220 -1.13349 0.98925
H: 6.66047 -1.60278 1.32370
O: -2.36154 0.48610 3.59656
H: -2.89337 -0.27351 3.35909
H: -2.91003 0.98270 4.20383
O: 1.52955 -4.94556 -0.16587
H: 0.95345 -4.93845 -0.93026
H: 1.23901 -4.20077 0.36054
O: -4.35060 -1.04427 1.86933
H: -3.56161 -1.40227 1.46244
H: -4.82756 -0.63391 1.14798
C: 0.17731 -1.25385 -5.82079
C: -1.10534 -0.72281 -5.17929
O: -1.38231 0.50111 -5.87597
H: 0.05234 -1.33440 -6.90060
H: 0.47006 -2.20322 -5.37234
H: 1.02797 -0.57716 -5.73972
H: -0.96097 -0.58902 -4.10721
H: -1.95208 -1.40208 -5.27791
H: -0.81500 1.17096 -5.48728
C: -3.85834 0.33982 -2.04003
C: -5.36891 0.02554 -2.03422
O: -5.78811 -0.50659 -0.82296
H: -3.42598 0.62857 -2.99805
H: -3.38057 -0.57196 -1.68159
H: -3.51147 1.05147 -1.29081
H: -5.68867 -0.72006 -2.76218
H: -5.94567 0.92430 -2.25257
H: -6.05942 -1.39778 -1.05483
C: -3.57303 2.94943 1.03670
C: -2.21870 2.30424 0.83137
O: -1.24993 2.69215 1.80231
H: -3.84524 2.76636 2.07617
H: -4.31792 2.46236 0.40742
H: -3.48884 4.01942 0.84660
H: -2.01140 2.61656 -0.19215
H: -2.24492 1.21474 0.85171
H: -1.45542 3.60660 2.01003
C: 3.06800 0.35913 -3.49474
C: 3.26063 1.82049 -3.94064
O: 2.39410 2.63603 -3.20447
H: 3.75430 -0.27903 -4.05138
H: 2.00955 0.13994 -3.63524
H: 3.22947 0.23934 -2.42344
H: 3.09519 1.98371 -5.00558
H: 4.29916 2.09711 -3.75891
H: 2.68592 2.85734 -2.31708
C: 1.45571 4.50704 -0.44307
C: 2.85815 4.78977 -0.81176
O: 3.54176 3.52739 -0.78292
H: 1.42483 3.95903 0.49865
H: 0.99998 3.89237 -1.21934
H: 0.79736 5.36050 -0.28100
H: 3.40393 5.43518 -0.12354
H: 2.91264 5.31642 -1.76453
H: 3.57479 3.30505 0.15039

E_HOMO = -9.633 eV
HOMO-LUMO gap = 5.6 eV
Energy relative to the best compared isomer or geometry (same formula, charge and spin) = 2.979 eV

=====

Below is 19 unconnected molecules or ions with the total composition C104H92Cl8F10O14 in a non-equilibrium geometry, with properties calculated with the ωB97M-V functional and the def2-TZVPD basis.

Positions of all 228 atoms, in Å:
F: 29.90682 -28.40277 -22.79687
C: 29.45418 -27.18200 -22.60866
C: 29.37608 -26.61182 -21.35805
C: 28.98630 -25.28583 -21.15561
C: 28.61701 -24.52208 -22.27817
C: 28.68962 -25.06228 -23.53389
C: 29.06380 -26.39241 -23.68566
H: 29.56031 -27.12790 -20.42739
H: 28.97326 -24.89577 -20.14860
H: 28.28355 -23.51898 -22.05683
H: 28.36039 -24.49382 -24.39112
H: 29.14649 -26.75733 -24.69877
F: 21.26224 -23.93527 -28.60378
C: 21.58728 -25.21253 -28.55425
C: 20.53675 -26.18001 -28.66332
C: 20.92339 -27.52625 -28.45212
C: 22.29141 -27.82637 -28.28213
C: 23.32953 -26.84673 -28.29507
C: 22.92043 -25.52933 -28.44233
H: 19.55353 -25.94955 -29.04614
H: 20.21735 -28.34234 -28.49593
H: 22.48131 -28.88370 -28.17078
H: 24.37044 -27.03515 -28.07733
H: 23.53276 -24.64950 -28.31060
F: 25.64836 -17.12826 -29.71682
C: 24.62083 -17.32856 -28.87610
C: 24.76640 -18.34171 -27.88737
C: 23.81526 -18.52061 -26.86174
C: 22.67232 -17.66095 -26.95120
C: 22.48521 -16.75614 -27.96167
C: 23.46535 -16.59810 -28.89994
H: 25.74561 -18.79727 -27.88212
H: 24.06897 -19.11465 -25.99621
H: 21.94744 -17.87190 -26.17889
H: 21.74161 -15.97291 -27.96245
H: 23.40894 -15.83894 -29.66603
F: 27.86590 -21.22774 -17.38248
C: 27.28955 -20.87645 -18.57771
C: 25.97987 -20.64409 -18.55109
C: 25.25721 -20.34155 -19.70711
C: 25.92525 -20.02468 -20.87643
C: 27.28957 -20.26059 -20.94446
C: 27.95388 -20.53987 -19.75396
H: 25.47428 -20.88301 -17.62712
H: 24.19164 -20.17872 -19.77378
H: 25.38739 -19.70936 -21.75829
H: 27.90681 -20.14475 -21.82309
H: 29.01008 -20.76344 -19.72469
F: 14.44234 -22.73179 -27.83193
C: 15.71745 -23.00204 -27.49138
C: 16.07283 -23.73546 -26.35066
C: 17.35485 -24.16165 -26.16011
C: 18.38921 -23.78563 -27.02107
C: 18.03641 -23.05745 -28.13690
C: 16.69327 -22.68748 -28.42626
H: 15.36801 -24.01599 -25.58194
H: 17.55947 -24.72691 -25.26288
H: 19.45357 -23.79843 -26.83844
H: 18.71267 -22.81228 -28.94249
H: 16.54574 -22.22649 -29.39172
F: 21.35960 -23.77286 -19.27590
C: 21.46884 -24.66252 -20.31154
C: 21.60301 -25.99023 -19.93887
C: 21.79534 -26.97463 -20.98060
C: 21.77356 -26.50997 -22.35875
C: 21.59071 -25.17210 -22.63599
C: 21.36450 -24.23637 -21.63757
H: 21.64354 -26.21148 -18.88255
H: 21.81699 -28.04237 -20.81979
H: 22.02977 -27.16675 -23.17692
H: 21.55194 -24.77901 -23.64116
H: 21.26230 -23.18428 -21.85910
F: 19.35970 -17.36441 -20.70452
C: 18.92635 -16.21567 -20.10602
C: 17.61411 -15.76745 -20.21002
C: 17.35654 -14.43859 -19.82631
C: 18.28319 -13.65138 -19.22272
C: 19.57840 -14.14713 -19.04091
C: 19.94600 -15.38658 -19.52984
H: 16.75639 -16.35491 -20.50258
H: 16.34073 -14.12750 -20.02064
H: 18.00072 -12.62375 -19.04784
H: 20.25500 -13.38593 -18.68148
H: 21.00217 -15.57409 -19.40435
F: 25.16720 -29.43421 -27.53783
C: 25.02944 -29.40283 -26.17224
C: 25.91177 -28.59871 -25.40989
C: 25.59959 -28.43558 -24.04079
C: 24.45307 -29.11288 -23.47345
C: 23.68204 -29.93647 -24.25106
C: 23.85189 -29.97691 -25.59185
H: 26.68277 -28.06139 -25.94209
H: 26.26147 -27.80388 -23.46698
H: 24.31614 -29.00183 -22.40794
H: 22.87564 -30.49362 -23.79752
H: 23.23769 -30.63237 -26.19145
F: 20.16445 -23.51405 -31.68221
C: 20.26942 -24.42947 -32.63579
C: 19.76281 -24.16637 -33.86783
C: 19.92451 -25.05917 -34.92731
C: 20.67990 -26.25258 -34.73132
C: 21.19122 -26.54718 -33.43586
C: 20.94711 -25.62607 -32.34991
H: 19.31049 -23.21426 -34.10301
H: 19.51204 -24.74702 -35.87538
H: 21.04912 -26.95367 -35.46518
H: 21.75082 -27.45602 -33.27077
H: 21.49352 -25.67307 -31.41952
F: 28.45174 -22.58848 -30.33934
C: 27.57618 -21.59983 -30.48601
C: 26.23071 -21.77333 -30.31549
C: 25.29035 -20.81575 -30.66450
C: 25.71499 -19.54398 -31.06629
C: 27.12309 -19.27225 -31.12602
C: 27.96115 -20.36338 -30.90354
H: 25.94262 -22.73460 -29.91627
H: 24.27918 -21.07565 -30.38813
H: 24.95988 -18.79759 -31.26408
H: 27.49213 -18.30279 -31.42661
H: 29.03255 -20.25348 -30.98376
C: 30.54830 -23.91752 -28.48700
C: 31.86365 -23.47761 -28.55776
C: 32.56728 -22.91513 -27.53064
C: 31.94265 -22.85055 -26.32804
C: 30.59514 -23.24725 -26.18910
C: 29.90279 -23.71245 -27.26149
O: 28.59723 -24.06202 -27.13704
O: 33.82986 -22.42079 -27.66979
H: 30.01350 -24.32560 -29.33190
H: 32.44132 -23.63990 -29.45574
H: 32.42959 -22.49404 -25.43239
H: 30.02670 -23.05309 -25.29156
H: 28.08290 -23.38547 -26.69054
H: 34.09000 -21.99467 -26.84982
C: 17.55791 -19.16833 -27.18042
C: 16.64481 -18.60529 -28.02666
C: 16.29174 -17.28283 -27.92846
C: 16.79944 -16.48326 -26.90847
C: 17.80994 -17.00691 -26.08602
C: 18.18304 -18.34101 -26.26092
O: 19.17477 -18.85600 -25.46446
O: 15.34929 -16.80671 -28.80829
H: 17.81557 -20.20682 -27.32720
H: 16.16576 -19.16267 -28.81800
H: 16.59734 -15.42724 -26.80655
H: 18.26333 -16.38801 -25.32588
H: 19.75090 -19.49913 -25.88403
H: 15.23674 -15.88994 -28.54662
C: 27.69091 -20.60700 -26.60441
C: 27.94069 -19.20393 -26.48800
C: 27.34033 -18.51694 -25.45777
C: 26.49100 -19.16944 -24.52579
C: 26.28560 -20.56621 -24.63145
C: 26.96559 -21.23801 -25.64718
O: 26.76720 -22.57942 -25.81811
O: 27.43623 -17.13758 -25.47463
H: 28.09661 -21.22156 -27.39442
H: 28.50465 -18.68356 -27.24798
H: 25.92427 -18.67276 -23.75216
H: 25.69230 -21.01006 -23.84570
H: 26.13983 -22.80531 -25.12746
H: 27.84532 -16.96821 -26.32642
C: 27.53007 -27.63669 -30.02034
C: 26.48729 -27.88283 -30.93094
C: 25.50829 -26.84583 -31.12262
C: 25.73447 -25.63535 -30.43820
C: 26.78990 -25.44517 -29.49433
C: 27.69614 -26.48992 -29.26943
O: 28.70319 -26.37834 -28.29576
O: 24.46027 -26.98801 -31.94092
H: 28.30242 -28.37622 -29.86879
H: 26.43292 -28.86330 -31.38051
H: 24.99765 -24.85806 -30.57729
H: 26.71230 -24.56950 -28.86697
H: 28.70685 -25.47320 -27.97593
H: 24.49204 -26.55687 -32.79807
C: 22.63543 -22.09629 -26.61525
C: 23.53895 -22.92200 -25.92679
C: 23.71014 -22.75660 -24.53661
C: 22.90452 -21.81339 -23.91134
C: 21.89003 -21.13912 -24.54785
C: 21.83894 -21.18437 -25.97489
O: 20.90403 -20.49074 -26.69450
O: 24.85100 -23.29123 -23.87758
H: 22.52681 -22.18617 -27.68601
H: 24.23884 -23.62215 -26.35847
H: 22.98862 -21.72885 -22.83794
H: 21.27064 -20.45532 -23.98644
H: 21.02269 -20.56631 -27.64413
H: 24.76749 -23.37365 -22.92478
C: 20.24124 -20.61499 -30.75476
C: 18.96560 -20.64290 -31.39796
C: 18.22191 -19.43551 -31.32972
C: 18.66798 -18.35741 -30.59658
C: 19.95761 -18.35319 -30.00379
C: 20.65147 -19.51440 -30.05988
O: 21.78671 -19.74177 -29.32820
O: 17.07756 -19.24862 -32.06273
H: 20.92017 -21.45009 -30.84451
H: 18.69848 -21.50901 -31.98523
H: 18.12032 -17.42685 -30.57389
H: 20.37485 -17.50845 -29.47584
H: 22.20753 -18.99146 -28.90212
H: 16.72614 -18.36389 -31.93879
C: 25.07064 -26.89168 -20.22630
C: 25.18962 -25.77583 -21.04469
C: 25.67328 -24.57607 -20.58507
C: 26.13975 -24.46344 -19.31224
C: 26.02390 -25.53385 -18.37292
C: 25.46060 -26.70593 -18.83812
O: 25.41933 -27.73079 -17.91726
O: 25.69795 -23.48605 -21.43290
H: 24.74315 -27.87206 -20.53935
H: 24.94464 -25.82390 -22.09544
H: 26.54215 -23.53021 -18.94677
H: 26.43869 -25.46096 -17.37842
H: 25.02393 -28.49872 -18.33623
H: 26.30578 -22.77697 -21.21078
C: 22.78525 -16.70150 -22.94105
Cl: 23.06751 -15.64977 -21.50388
Cl: 24.03072 -16.31020 -24.11373
Cl: 22.71725 -18.43796 -22.51279
Cl: 21.19321 -16.20230 -23.48426
C: 18.24089 -20.78821 -21.95135
Cl: 17.69005 -21.67085 -20.56570
Cl: 18.24843 -21.86312 -23.36433
Cl: 17.20012 -19.40926 -22.36066
Cl: 19.87833 -20.22705 -21.51715

E_HOMO = -7.883 eV
HOMO-LUMO gap = 7.9 eV

=====

| no. | molecular weight (g/mol) |
| --- | --- |
| 1 | 94.14 |
| 2 | 909.33 |
| 3 | 2039.47 |